Formula: C3H7O3
Source: the Open Molecules 2025 dataset
Level of theory: the ωB97M-V functional and the def2-TZVPD basis

For the HOMO energy, the calculation gives -4.39 eV. The value obtained for the energy above the lowest of the compared OMol25 structures with the same formula, charge and spin is 75.89 kJ/mol. Its charge is -1.

Cartesian coordinates (Å):
C 0.318 -1.628 -1.571
C 0.387 -1.107 -0.076
O -0.753 -1.012 0.472
O 1.504 -0.874 0.373
H 0.580 -2.696 -1.579
H 1.105 -1.105 -2.110
H -0.716 -1.609 -1.902
C -0.078 2.231 0.117
O -1.190 1.663 0.813
H -1.134 0.689 0.638
H -0.277 3.304 0.153
H 0.894 2.028 0.579
H -0.021 1.796 -0.881

Need the Löwdin charges? In units of e they are: C -0.0507; C -0.7755; O -0.1181; O -0.0583; H 0.0489; H 0.0481; H 0.0470; C -0.1878; O -0.1691; H 0.0193; H 0.0606; H 0.0665; H 0.0691

Formula: GdH3O
Source: the Open Molecules 2025 dataset
Level of theory: the ωB97M-V functional and the def2-TZVPD basis

For the HOMO energy (spin up / spin down), the calculation gives -22.35 / -23.18 eV. The spin multiplicity is 8. The value obtained for the energy above the lowest of the compared OMol25 structures with the same formula, charge and spin is 114.01 kJ/mol. Its charge is +2.

Cartesian coordinates (Å):
Gd 0.347 -1.202 0.652
O 0.903 0.145 -0.868
H 1.320 -0.009 -1.714
H -0.984 0.655 0.737
H -1.587 0.410 1.194

Need the Löwdin charges? In units of e they are: Gd 2.0868; O -0.3279; H 0.0593; H 0.0411; H 0.1406

Formula: C4H6N2O
Source: the Open Molecules 2025 dataset
Level of theory: the ωB97M-V functional and the def2-TZVPD basis

The structure (SMILES) is Cc1c[nH]c(O)n1. For the HOMO energy, the calculation gives -8.35 eV. The value obtained for the energy above the lowest of the compared OMol25 structures with the same formula, charge and spin is 95.67 kJ/mol. Its charge is 0.

Cartesian coordinates (Å):
C 2.026 0.461 0.149
C 0.597 0.030 0.007
C 0.139 -1.240 0.174
N -1.354 -1.064 0.113
C -1.508 0.253 -0.127
O -2.720 0.800 -0.332
N -0.407 0.948 -0.189
H 2.216 0.698 1.203
H 2.209 1.355 -0.448
H 2.747 -0.314 -0.136
H 0.793 -2.072 -0.138
H -2.225 -1.554 0.367
H -2.514 1.698 -0.644

Need the Löwdin charges? In units of e they are: C -0.0486; C -0.3904; C -0.0242; N 0.1211; C -0.5083; O 0.0897; N 0.1408; H 0.0805; H 0.0727; H 0.0746; H 0.1101; H 0.1597; H 0.1222

Formula: C26H44B2N4O10S3
Source: the Open Molecules 2025 dataset
Level of theory: the ωB97M-V functional and the def2-TZVPD basis

The structure (SMILES) is C=Cc1ccc2nc(OB(O)O)c(CCN)nc2c1B(O)N(C)C.O=S1(=O)CCCC1.O=S1(=O)CCCC1.O=S1(=O)CCCC1. For the HOMO energy, the calculation gives -8.68 eV. Its charge is 0.

Cartesian coordinates (Å):
C -2.286 4.768 1.914
C -1.460 4.073 1.127
C -0.294 3.330 1.675
C 0.963 3.988 1.647
C 2.080 3.394 2.146
C 2.010 2.103 2.692
N 3.137 1.522 3.203
C 2.974 0.336 3.676
O 4.060 -0.281 4.269
B 4.910 -1.023 3.483
O 4.941 -0.878 2.111
O 5.758 -1.908 4.124
C 1.739 -0.388 3.667
C 1.633 -1.787 4.214
C 1.064 -1.818 5.638
N 2.173 -1.875 6.597
N 0.662 0.163 3.183
C 0.770 1.438 2.696
C -0.389 2.060 2.185
B -1.720 1.207 2.287
O -2.250 1.024 3.574
N -2.379 0.588 1.178
C -1.912 0.979 -0.157
C -2.498 -0.870 1.290
H -2.467 4.420 2.927
H -2.766 5.692 1.615
H -1.648 4.015 0.057
H 1.026 4.981 1.221
H 3.033 3.903 2.113
H 4.743 -1.719 1.686
H 5.286 -2.641 4.530
H 0.946 -2.313 3.550
H 2.579 -2.325 4.174
H 0.454 -0.916 5.756
H 0.410 -2.681 5.766
H 2.919 -1.273 6.270
H 1.889 -1.578 7.520
H -1.831 0.256 3.979
H -0.824 0.988 -0.265
H -2.360 1.930 -0.449
H -2.291 0.248 -0.870
H -3.434 -1.206 0.835
H -1.671 -1.386 0.797
H -2.552 -1.165 2.336
C -5.020 1.630 -4.942
C -5.111 2.137 -3.496
C -5.159 0.907 -2.581
S -4.283 -0.399 -3.456
O -5.218 -1.448 -3.782
O -3.043 -0.691 -2.780
C -3.947 0.546 -4.938
H -4.772 2.430 -5.638
H -5.978 1.204 -5.247
H -4.228 2.735 -3.263
H -5.984 2.769 -3.344
H -4.666 1.077 -1.627
H -6.178 0.562 -2.416
H -3.986 -0.116 -5.800
H -2.950 0.971 -4.835
C -3.822 -6.828 -4.182
C -4.470 -5.495 -3.781
C -4.002 -4.436 -4.787
S -3.667 -5.314 -6.319
O -2.257 -5.232 -6.607
O -4.647 -4.959 -7.313
C -4.024 -6.954 -5.688
H -4.263 -7.670 -3.650
H -2.754 -6.805 -3.951
H -5.556 -5.590 -3.825
H -4.208 -5.207 -2.765
H -4.762 -3.681 -4.968
H -3.077 -3.960 -4.468
H -3.361 -7.672 -6.164
H -5.061 -7.180 -5.934
C 7.666 1.929 1.004
C 8.282 3.330 0.876
C 7.326 4.174 0.023
S 5.685 3.483 0.287
O 5.210 2.930 -0.956
O 4.878 4.416 1.034
C 6.198 2.147 1.357
H 8.171 1.333 1.763
H 7.745 1.400 0.052
H 8.382 3.775 1.867
H 9.275 3.296 0.430
H 7.315 5.220 0.319
H 7.547 4.092 -1.039
H 5.566 1.281 1.177
H 6.077 2.488 2.385

Need the Löwdin charges? In units of e they are: C 0.0416; C -0.1369; C -0.1888; C 0.0011; C 0.0045; C -0.1697; N 0.2524; C -0.2461; O 0.1770; B -0.8052; O 0.1854; O 0.1838; C -0.1801; C -0.1127; C -0.2604; N 0.0065; N 0.2117; C -0.1393; C 0.0007; B -0.5503; O 0.1123; N -0.0639; C -0.0683; C -0.0611; H 0.0732; H 0.0568; H 0.1016; H 0.1202; H 0.0871; H 0.1226; H 0.1075; H 0.1186; H 0.1078; H 0.1070; H 0.1056; H 0.0533; H 0.0657; H 0.0801; H 0.1022; H 0.0734; H 0.0479; H 0.0857; H 0.0938; H 0.0783; C -0.2177; C -0.2086; C -0.2100; S 0.6670; O -0.3211; O -0.3316; C -0.2251; H 0.1159; H 0.1198; H 0.1158; H 0.1145; H 0.0921; H 0.1060; H 0.1100; H 0.1099; C -0.2239; C -0.2101; C -0.2236; S 0.6612; O -0.3238; O -0.3279; C -0.2347; H 0.1125; H 0.1181; H 0.1175; H 0.1144; H 0.0825; H 0.1060; H 0.1054; H 0.1059; C -0.2154; C -0.2138; C -0.2189; S 0.6692; O -0.3154; O -0.3358; C -0.2345; H 0.1156; H 0.1204; H 0.1161; H 0.1120; H 0.1003; H 0.1029; H 0.0864; H 0.1116

Formula: C2H3I3S
Source: the Open Molecules 2025 dataset
Level of theory: the ωB97M-V functional and the def2-TZVPD basis

For the HOMO energy, the calculation gives -9.00 eV. The value obtained for the energy above the lowest of the compared OMol25 structures with the same formula, charge and spin is 45.87 kJ/mol. Its charge is 0.

Cartesian coordinates (Å):
C -0.749 -0.313 -0.156
C 0.976 -0.185 -0.005
S -1.468 1.206 -0.684
I 1.809 -2.063 -0.342
I 1.375 0.234 2.074
I 1.678 1.284 -1.405
H -1.140 -0.510 0.886
H -0.718 -1.209 -0.858
H -1.763 1.556 0.490

Need the Löwdin charges? In units of e they are: C -0.7699; C -1.9004; S 0.6471; I 0.7426; I 0.6798; I 0.7130; H 0.0402; H 0.0265; H -0.1790

Formula: C21H34N2O4
Source: the Open Molecules 2025 dataset
Level of theory: the ωB97M-V functional and the def2-TZVPD basis

The structure (SMILES) is CCCCC(=O)NC(NC(=O)CCCC)c1ccc(OCCC)c(OC)c1. For the HOMO energy, the calculation gives -8.07 eV. The value obtained for the energy above the lowest of the compared OMol25 structures with the same formula, charge and spin is 141.58 kJ/mol. Its charge is 0.

Cartesian coordinates (Å):
C 4.720 3.368 -0.076
C 4.584 1.880 0.229
C 4.025 1.600 1.625
H 4.629 2.136 2.361
H 4.112 0.532 1.836
C 2.556 2.003 1.818
C 1.658 1.092 1.006
O 1.313 -0.004 1.411
N 1.294 1.588 -0.196
H 1.717 2.452 -0.493
C 0.606 0.822 -1.241
N 1.151 -0.508 -1.365
C 2.375 -0.693 -1.921
O 3.015 0.230 -2.384
C 2.855 -2.129 -1.958
C 3.830 -2.420 -0.808
C 3.167 -2.563 0.562
C 2.309 -3.818 0.684
H 1.470 -3.800 -0.008
H 1.909 -3.898 1.692
H 2.901 -4.708 0.477
H 3.956 -2.611 1.315
H 2.560 -1.685 0.786
H 4.563 -1.610 -0.772
H 4.367 -3.344 -1.036
H 3.385 -2.262 -2.902
H 2.009 -2.815 -1.930
H 0.750 -1.223 -0.779
C -0.887 0.775 -1.024
C -1.751 1.385 -1.918
C -3.112 1.330 -1.695
C -3.657 0.682 -0.589
C -2.779 0.065 0.324
C -1.414 0.120 0.082
H -0.730 -0.334 0.779
O -3.306 -0.568 1.422
C -2.424 -1.167 2.342
H -1.860 -1.986 1.886
H -1.726 -0.441 2.768
H -3.061 -1.564 3.132
O -5.012 0.737 -0.529
C -5.748 0.114 0.509
C -7.228 0.347 0.218
C -7.681 -0.399 -1.031
H -8.726 -0.187 -1.244
H -7.082 -0.090 -1.884
H -7.566 -1.472 -0.897
H -7.389 1.418 0.083
H -7.805 0.018 1.083
H -5.480 0.552 1.477
H -5.533 -0.959 0.538
H -3.803 1.797 -2.380
H -1.369 1.898 -2.787
H 0.828 1.340 -2.182
H 2.296 1.870 2.869
H 2.401 3.047 1.548
H 3.967 1.403 -0.535
H 5.576 1.426 0.168
H 5.356 3.853 0.663
H 3.755 3.871 -0.073
H 5.165 3.507 -1.058

Need the Löwdin charges? In units of e they are: C -0.1028; C -0.2594; C -0.1921; H 0.1113; H 0.1087; C -0.1026; C -0.4790; O 0.0310; N 0.1570; H 0.1383; C -0.2352; N 0.1354; C -0.4842; O 0.0587; C -0.1027; C -0.1933; C -0.2610; C -0.1033; H 0.0592; H 0.0703; H 0.0730; H 0.1084; H 0.0693; H 0.1100; H 0.1101; H 0.1226; H 0.1061; H 0.1351; C -0.1639; C -0.0343; C 0.0058; C -0.1851; C -0.1702; C 0.0339; H 0.0834; O -0.1105; C -0.0686; H 0.0990; H 0.0992; H 0.0959; O -0.0312; C -0.2074; C -0.2241; C -0.1054; H 0.0678; H 0.0704; H 0.0726; H 0.1108; H 0.1094; H 0.1279; H 0.1298; H 0.1206; H 0.1116; H 0.1554; H 0.1218; H 0.1074; H 0.0758; H 0.1093; H 0.0739; H 0.0572; H 0.0726

Formula: CH3Cl3N2P
Source: the Open Molecules 2025 dataset
Level of theory: the ωB97M-V functional and the def2-TZVPD basis

For the HOMO energy, the calculation gives -15.35 eV. The value obtained for the energy above the lowest of the compared OMol25 structures with the same formula, charge and spin is 205.51 kJ/mol. Its charge is +1.

Cartesian coordinates (Å):
C 2.189 -0.094 0.859
N 1.040 0.002 0.407
N -1.227 -0.247 -1.880
P -1.806 0.158 -0.524
Cl -3.153 -1.105 -0.047
Cl -1.834 1.900 0.357
Cl -0.243 -0.856 1.153
H 3.079 0.562 0.462
H -0.619 0.291 -2.392
H 2.574 -0.611 1.605

Need the Löwdin charges? In units of e they are: C -0.0758; N -0.3952; N -0.1509; P -0.1732; Cl 0.4867; Cl 0.4515; Cl 0.6779; H 0.1526; H -0.0075; H 0.0338

Formula: C21H23N3O3S
Source: the Open Molecules 2025 dataset
Level of theory: the ωB97M-V functional and the def2-TZVPD basis

The structure (SMILES) is O=C(CSc1nc2ccccc2c(=O)n1Cc1ccco1)N1CCCCCC1. For the HOMO energy, the calculation gives -8.33 eV. The value obtained for the energy above the lowest of the compared OMol25 structures with the same formula, charge and spin is 85.80 kJ/mol. Its charge is 0.

Cartesian coordinates (Å):
O 2.042 0.516 2.777
C 2.136 0.157 1.617
N 2.992 -0.814 1.229
C 3.172 -1.302 -0.119
H 4.191 -1.686 -0.198
H 3.081 -0.477 -0.830
C 2.171 -2.403 -0.487
C 2.453 -3.732 0.208
C 2.573 -3.616 1.727
H 1.725 -3.055 2.125
C 3.883 -2.956 2.166
H 4.167 -3.325 3.153
C 3.800 -1.432 2.267
H 3.342 -1.145 3.216
H 4.811 -1.006 2.238
H 4.677 -3.251 1.476
H 2.531 -4.622 2.148
H 1.640 -4.420 -0.034
H 3.375 -4.164 -0.189
H 1.169 -2.067 -0.218
H 2.198 -2.552 -1.568
C 1.277 0.838 0.561
H 1.734 0.922 -0.421
H 1.013 1.829 0.929
S -0.293 -0.067 0.366
C -1.087 0.999 -0.777
N -0.440 2.034 -1.178
C -1.050 2.876 -2.066
C -0.371 4.019 -2.503
C -0.974 4.873 -3.396
C -2.258 4.614 -3.876
C -2.939 3.494 -3.456
C -2.343 2.615 -2.549
C -3.057 1.429 -2.093
O -4.170 1.100 -2.445
N -2.340 0.643 -1.178
C -2.999 -0.532 -0.631
C -3.311 -0.354 0.819
C -3.866 0.690 1.498
C -3.893 0.302 2.860
C -3.356 -0.946 2.901
O -2.999 -1.351 1.671
H -3.180 -1.625 3.711
H -4.261 0.876 3.685
H -4.212 1.614 1.081
H -2.360 -1.411 -0.755
H -3.916 -0.655 -1.219
H -3.934 3.268 -3.809
H -2.716 5.295 -4.577
H -0.449 5.755 -3.731
H 0.620 4.207 -2.121

Need the Löwdin charges? In units of e they are: O 0.0500; C -0.5242; N -0.0598; C -0.1457; H 0.1302; H 0.1141; C -0.1819; C -0.2061; C -0.1922; H 0.1191; C -0.1771; H 0.1104; C -0.1432; H 0.1189; H 0.1305; H 0.1038; H 0.1076; H 0.1084; H 0.1107; H 0.0514; H 0.1147; C -0.3196; H 0.0706; H 0.0924; S 1.0891; C -0.5437; N 0.1006; C -0.2117; C -0.0117; C -0.0728; C -0.0776; C -0.0087; C -0.0694; C -0.3579; O 0.0822; N 0.0143; C -0.0840; C -0.3111; C -0.0124; C -0.0528; C -0.1156; O 0.0234; H 0.1200; H 0.1014; H 0.1163; H 0.1271; H 0.1348; H 0.1190; H 0.1022; H 0.1044; H 0.1117

no.,maximum force (eV Å⁻¹)
1,1.84
2,3.13
3,1.53
4,1.54
5,3.27
6,0.77
7,4.86
8,0.90